Record 1
Molecular formula: C6H12O
Method: DFT, ωB97M-V/def2-TZVPD

```
19
Properties=species:S:1:pos:R:3:lowdin_charge:R:1
C -2.24 0.32 -0.22 -0.11
C -1.57 -1.07 -0.05 -0.20
C -0.43 -1.38 -1.06 -0.25
O 0.59 -1.99 -0.83 0.02
H -3.25 0.32 0.24 0.07
H -2.35 0.52 -1.28 0.06
H -1.68 1.17 0.21 0.06
H -1.14 -1.12 0.95 0.09
H -2.38 -1.84 -0.06 0.12
H -0.60 -1.04 -2.11 0.12
C 0.81 1.03 1.50 -0.04
C 1.64 0.25 0.80 -0.26
C 2.36 0.65 -0.46 -0.11
H 0.53 2.04 1.20 0.06
H 0.28 0.66 2.37 0.05
H 1.82 -0.79 1.09 0.10
H 2.27 -0.12 -1.24 0.07
H 3.43 0.79 -0.24 0.08
H 1.91 1.59 -0.81 0.07
```

Output
Spin multiplicity: 1
Energy relative to the best compared isomer or geometry (same formula, charge and spin) (kJ/mol): 153.9
Frontier orbital gap (eV): 10.5
Largest force on an atom (Eh/bohr): 0.020
Lowest unoccupied orbital energy (eV): 0.967

Record 2
Molecular formula: C37H57Br2Cl39FIN5O2S2
Method: DFT, ωB97M-V/def2-TZVPD

```
146
Properties=species:S:1:pos:R:3:lowdin_charge:R:1
C -1.57 3.98 3.04 -0.13
C -0.23 4.73 3.29 -0.27
C 0.60 4.99 1.98 -0.15
C 1.38 3.68 1.58 -0.17
O 1.46 3.61 0.14 -0.22
N 1.63 2.34 -0.39 -0.16
C 0.26 2.06 -0.96 -0.21
N -0.76 1.96 0.11 0.07
C 2.30 1.30 0.38 -0.17
C 1.50 0.10 0.97 -0.12
C 2.31 -0.71 2.04 -0.16
C 2.72 -2.15 1.54 -0.17
C 1.70 -3.16 2.18 -0.21
C 1.38 -4.40 1.29 -0.19
C 0.98 -4.06 -0.18 -0.25
C -0.06 -2.91 -0.34 -0.44
S -1.50 -3.56 -1.32 0.99
C -2.15 -2.13 -2.16 -0.60
N -3.10 -2.07 -3.05 0.02
N -3.32 -0.78 -3.44 0.07
C -2.49 -0.06 -2.74 -0.23
O -1.73 -0.84 -1.94 -0.01
C 3.38 0.61 -0.56 -0.26
F 2.75 -0.22 -1.48 -0.01
C 4.08 1.92 -1.18 -0.38
C 4.96 2.76 -0.20 -0.12
C 5.61 1.97 0.99 -0.19
C 7.09 2.38 1.30 -0.27
N 7.36 2.69 2.72 -0.02
C 4.95 1.27 -2.32 -0.64
Br 6.22 -0.11 -1.61 0.81
C 5.88 2.19 -3.19 -0.76
C 5.46 3.64 -3.46 -0.23
Br 6.02 1.30 -4.97 0.69
C 2.70 2.61 -1.57 -0.77
S 2.78 4.48 -1.74 0.79
I 1.99 2.17 -3.62 1.07
H -1.50 3.24 2.22 0.04
H -1.93 3.42 3.93 0.06
H -2.41 4.67 2.77 0.03
H 0.37 4.12 4.03 0.03
H -0.49 5.69 3.80 0.11
H 1.30 5.81 2.20 0.11
H -0.14 5.27 1.21 0.12
H 2.35 3.72 2.11 0.10
H 0.80 2.85 2.04 0.12
H -0.09 2.91 -1.57 0.12
H 0.21 1.10 -1.49 0.10
H -1.28 1.10 -0.03 0.08
H -1.45 2.70 -0.01 0.09
H 2.96 1.57 1.23 0.15
H 0.67 0.55 1.57 0.09
H 1.01 -0.55 0.22 0.09
H 1.69 -0.80 2.96 0.09
H 3.24 -0.18 2.35 0.10
H 2.76 -2.18 0.44 0.10
H 3.73 -2.36 1.97 0.12
H 0.77 -2.61 2.48 0.07
H 2.16 -3.48 3.14 0.12
H 2.28 -5.05 1.30 0.12
H 0.56 -4.95 1.80 0.11
H 1.92 -3.82 -0.72 0.11
H 0.58 -4.99 -0.64 0.09
H 0.38 -2.13 -0.99 0.07
H -0.43 -2.50 0.62 0.07
H -2.48 1.03 -2.84 0.05
H 3.99 -0.06 0.06 0.11
H 4.39 3.60 0.27 0.11
H 5.80 3.27 -0.73 0.11
H 5.03 2.23 1.91 0.05
H 5.58 0.88 0.92 0.06
H 7.44 3.22 0.67 0.07
H 7.75 1.51 1.04 0.10
H 7.83 3.59 2.76 0.05
H 6.51 2.79 3.27 -0.06
H 4.36 0.65 -3.03 0.01
H 6.92 2.15 -2.79 0.03
H 6.25 4.10 -4.10 0.06
H 4.52 3.77 -4.02 0.03
H 5.41 4.29 -2.57 0.04
H 1.62 4.78 -2.40 -0.11
C 9.83 5.24 -1.40 -1.53
Cl 8.65 4.46 -2.46 0.56
Cl 9.35 6.90 -1.04 0.54
Cl 10.04 4.31 0.09 0.55
H 10.79 5.26 -1.91 0.02
C 4.24 3.97 5.00 -1.49
Cl 5.37 4.92 4.03 0.56
Cl 2.61 4.61 4.86 0.62
Cl 4.29 2.26 4.51 0.58
H 4.55 4.03 6.04 0.00
C 6.79 7.97 6.77 -1.53
Cl 5.88 6.46 6.97 0.51
Cl 6.91 8.41 5.07 0.52
Cl 6.03 9.27 7.69 0.54
H 7.79 7.82 7.16 0.02
C -1.05 -0.52 5.05 -1.53
Cl 0.08 -1.75 5.60 0.53
Cl -0.33 1.09 5.11 0.54
Cl -1.60 -0.89 3.40 0.52
H -1.92 -0.54 5.71 0.00
C -5.39 6.59 3.54 -1.54
Cl -5.20 5.42 2.23 0.52
Cl -6.90 6.31 4.40 0.54
Cl -4.02 6.52 4.65 0.53
H -5.42 7.59 3.11 0.01
C -5.63 -4.15 -4.18 -1.51
Cl -5.01 -5.65 -3.47 0.49
Cl -5.72 -4.29 -5.94 0.54
Cl -7.21 -3.75 -3.52 0.53
H -4.94 -3.35 -3.93 -0.03
C -7.45 -5.68 0.49 -1.54
Cl -7.07 -4.17 1.32 0.50
Cl -9.14 -5.72 -0.01 0.50
Cl -6.39 -5.90 -0.91 0.49
H -7.28 -6.50 1.18 0.01
C -2.58 -2.66 -8.24 -1.54
Cl -1.88 -4.09 -8.99 0.54
Cl -1.74 -2.28 -6.73 0.49
Cl -2.51 -1.27 -9.34 0.51
H -3.62 -2.86 -8.01 -0.01
C -5.92 -8.24 -6.59 -1.55
Cl -6.03 -8.13 -8.35 0.53
Cl -7.39 -8.94 -5.91 0.53
Cl -4.50 -9.18 -6.12 0.52
H -5.81 -7.23 -6.19 -0.04
C -2.71 -4.42 6.40 -1.53
Cl -3.33 -2.89 7.04 0.53
Cl -2.01 -4.18 4.80 0.49
Cl -1.53 -5.12 7.50 0.54
H -3.54 -5.11 6.31 0.02
C -10.42 -11.38 -6.13 -1.56
Cl -9.81 -12.87 -5.42 0.52
Cl -10.51 -11.52 -7.89 0.52
Cl -12.01 -10.97 -5.46 0.52
H -9.73 -10.57 -5.88 -0.04
C -3.27 2.36 -5.75 -1.51
Cl -3.24 1.06 -6.95 0.53
Cl -4.70 2.23 -4.73 0.55
Cl -1.80 2.30 -4.76 0.51
H -3.30 3.31 -6.27 0.02
C -11.06 -6.01 3.66 -1.52
Cl -12.38 -6.10 2.49 0.53
Cl -10.77 -7.59 4.39 0.53
Cl -9.59 -5.39 2.90 0.49
H -11.35 -5.32 4.45 0.01
```

Output
Spin multiplicity: 1
Frontier orbital gap (eV): 7.9
Largest force on an atom (Eh/bohr): 0.095
Net charge: +1
Lowest unoccupied orbital energy (eV): -3.144

Record 3
Molecular formula: C4H9NO
Method: DFT, ωB97M-V/def2-TZVPD

```
15
Properties=species:S:1:pos:R:3:lowdin_charge:R:1
C 0.06 1.71 -1.01 -0.09
N -0.05 0.38 -0.54 -0.29
C -0.96 -0.12 0.51 -0.13
C -0.14 -1.39 0.28 -0.36
O -0.11 -2.48 1.18 -0.02
C 1.04 -0.43 0.07 -0.13
H 0.38 2.39 -0.23 0.08
H 0.77 1.73 -1.85 0.09
H -0.92 2.02 -1.40 0.09
H -2.03 -0.13 0.28 0.12
H -0.76 0.40 1.47 0.12
H -0.37 -1.12 -0.92 0.20
H 0.14 -2.14 2.06 0.10
H 1.41 0.06 0.98 0.12
H 1.85 -0.74 -0.59 0.12
```

Output
Spin multiplicity: 1
Energy relative to the best compared isomer or geometry (same formula, charge and spin) (kJ/mol): 423.3
Frontier orbital gap (eV): 9.6
Largest force on an atom (Eh/bohr): 0.077
Lowest unoccupied orbital energy (eV): 0.907

Record 4
Molecular formula: C18H15BrNO3RuS
Method: DFT, ωB97M-V/def2-TZVPD

```
40
Properties=species:S:1:pos:R:3:lowdin_charge:R:1
Ru 0.09 0.77 -1.59 1.21
C -2.14 0.40 1.00 0.00
C -0.74 0.47 1.53 -0.27
C -0.54 0.50 2.93 0.02
C 0.73 0.57 3.42 0.04
C 1.82 0.58 2.53 -0.14
C 3.17 0.63 2.98 0.03
C 4.21 0.62 2.09 -0.03
C 3.95 0.54 0.72 -0.06
C 2.65 0.49 0.23 -0.57
S 2.42 0.33 -1.44 0.81
C 1.54 0.52 1.16 -0.21
N 0.27 0.48 0.68 0.06
H -2.85 0.79 1.73 0.10
H -2.40 -0.65 0.81 0.09
H -2.25 0.95 0.07 0.07
H -1.39 0.49 3.59 0.13
H 0.91 0.61 4.49 0.13
H 3.36 0.68 4.04 0.13
H 5.23 0.66 2.44 0.12
H 4.77 0.51 0.02 0.12
Br 1.71 -3.09 -1.47 0.83
C -0.12 -2.72 -1.44 -0.67
C -1.00 -3.67 -0.93 -0.09
C -2.37 -3.43 -0.96 -0.02
C -2.88 -2.26 -1.48 0.00
C -2.01 -1.30 -1.98 -0.16
C -0.63 -1.53 -1.95 -0.20
C -2.54 0.01 -2.47 -0.54
O -3.69 0.21 -2.73 0.15
O -1.62 1.00 -2.43 -0.22
H -0.62 -4.60 -0.54 0.11
H -3.04 -4.19 -0.58 0.12
H -3.94 -2.05 -1.51 0.14
H 0.05 -0.92 -2.59 0.07
C -0.06 3.57 -2.12 -0.12
O 0.47 2.53 -1.27 -0.42
H 0.69 3.81 -2.88 0.09
H -0.24 4.43 -1.48 0.09
H -0.99 3.25 -2.59 0.07
```

Output
Spin multiplicity: 5
Energy relative to the best compared isomer or geometry (same formula, charge and spin) (kJ/mol): 0.0
Frontier orbital gap (spin up / spin down) (eV): 8.1 / 6.4
Largest force on an atom (Eh/bohr): 0.019
Net charge: +1
<S²>: 6.044
Lowest unoccupied orbital energy (spin up / spin down) (eV): -3.901 / -6.113

Record 5
Molecular formula: C8H3F18NO18S6Zn2
Method: DFT, ωB97M-V/def2-TZVPD

```
56
Properties=species:S:1:pos:R:3:lowdin_charge:R:1
Zn 17.66 -2.37 -6.63 0.70
Zn 15.84 -0.32 -10.58 0.93
C 15.62 -5.97 -4.67 -0.65
F 15.35 -6.30 -5.93 0.12
F 14.64 -5.21 -4.19 0.14
F 15.68 -7.11 -3.95 0.11
S 17.28 -5.09 -4.63 0.53
O 17.52 -4.69 -3.27 -0.29
O 18.29 -5.98 -5.13 -0.30
O 17.08 -3.91 -5.52 -0.35
C 14.34 0.53 -6.19 -0.61
F 15.30 0.78 -5.28 0.13
F 13.26 0.26 -5.51 0.16
F 14.12 1.61 -6.96 0.12
S 14.77 -0.93 -7.40 0.61
O 13.53 -1.63 -7.65 -0.26
O 15.35 -0.33 -8.60 -0.37
O 15.81 -1.68 -6.69 -0.31
C 17.47 0.13 -2.78 -0.61
F 16.22 -0.32 -2.97 0.12
F 17.51 1.37 -3.23 0.12
F 17.71 0.24 -1.43 0.09
S 18.77 -1.02 -3.68 0.53
O 18.90 -2.04 -2.68 -0.29
O 18.16 -1.42 -4.95 -0.33
O 20.00 -0.24 -3.84 -0.33
C 11.75 -2.35 -11.68 -0.65
F 11.62 -2.95 -10.51 0.14
F 12.54 -3.16 -12.44 0.10
F 10.59 -2.16 -12.26 0.17
S 12.72 -0.74 -11.35 0.55
O 14.04 -1.14 -10.83 -0.36
O 12.83 -0.02 -12.62 -0.33
O 11.92 -0.11 -10.33 -0.29
C 15.50 -4.67 -10.03 -0.61
F 15.55 -5.59 -9.05 0.13
F 15.60 -5.27 -11.20 0.16
F 14.32 -4.04 -9.88 0.13
S 16.91 -3.42 -9.71 0.61
O 16.51 -2.16 -10.32 -0.34
O 17.07 -3.42 -8.27 -0.30
O 18.10 -3.99 -10.36 -0.29
C 18.22 1.83 -7.75 -0.64
F 18.17 2.87 -8.61 0.12
F 19.02 2.05 -6.74 0.19
F 16.97 1.66 -7.31 0.13
S 18.62 0.28 -8.73 0.64
O 20.03 0.33 -9.12 -0.27
O 18.36 -0.82 -7.77 -0.31
O 17.68 0.27 -9.87 -0.35
C 10.36 -0.96 -7.54 -0.08
C 9.00 -0.48 -7.40 -0.28
N 7.91 -0.08 -7.31 0.10
H 11.04 -0.11 -7.46 0.08
H 10.54 -1.56 -8.43 0.07
H 10.66 -1.65 -6.76 0.09
```

Output
Spin multiplicity: 1
Energy relative to the best compared isomer or geometry (same formula, charge and spin) (kJ/mol): 142.0
Frontier orbital gap (eV): 7.3
Largest force on an atom (Eh/bohr): 0.075
Net charge: -2
Lowest unoccupied orbital energy (eV): 2.343

Record 6
Molecular formula: C6H13N
Method: DFT, ωB97M-V/def2-TZVPD

```
20
Properties=species:S:1:pos:R:3:lowdin_charge:R:1
C 1.13 2.66 -0.35 -0.06
C 0.76 1.35 -1.17 -0.22
C -0.60 0.65 -0.94 -0.16
N -0.61 -0.61 1.78 0.23
C -0.66 -1.34 0.66 -0.27
C -0.43 -0.80 -0.63 0.08
C -0.57 -2.83 0.82 0.00
H 0.25 2.66 0.28 0.05
H 1.16 3.51 -0.99 0.06
H 2.15 2.56 0.11 0.09
H 1.61 0.68 -0.97 0.10
H 0.93 1.59 -2.22 0.11
H -1.20 1.00 -0.09 0.11
H -1.10 0.79 -1.90 0.13
H -0.08 -0.99 2.57 0.16
H -0.58 0.41 1.78 0.14
H -0.40 -1.57 -1.41 0.14
H 0.04 -3.24 1.63 0.10
H -1.55 -3.20 1.14 0.12
H -0.25 -3.29 -0.10 0.09
```

Output
Spin multiplicity: 2
Energy relative to the best compared isomer or geometry (same formula, charge and spin) (kJ/mol): 93.7
Frontier orbital gap (spin up / spin down) (eV): 10.6 / 8.3
Largest force on an atom (Eh/bohr): 0.059
Net charge: +1
<S²>: 0.758
Lowest unoccupied orbital energy (spin up / spin down) (eV): -3.717 / -6.938

Record 7
Molecular formula: C4H4N4O
Method: DFT, ωB97M-V/def2-TZVPD

```
13
Properties=species:S:1:pos:R:3:lowdin_charge:R:1
C 0.89 1.61 -0.13 -0.08
C -1.15 1.12 -0.22 -0.16
C 0.78 0.25 0.20 -0.26
C 1.86 -0.77 0.34 -0.24
N -0.36 2.11 -0.37 0.07
N 2.71 -0.99 -0.55 0.20
N -0.49 -0.09 0.05 -0.08
N -0.96 -1.34 0.20 0.04
O -2.28 -1.46 0.04 -0.01
H 1.84 2.19 0.03 0.13
H -2.25 1.08 -0.48 0.15
H 1.84 -1.36 1.27 0.11
H -2.43 -2.34 -0.37 0.13
```

Output
Spin multiplicity: 1
Energy relative to the best compared isomer or geometry (same formula, charge and spin) (kJ/mol): 544.2
Frontier orbital gap (spin up / spin down) (eV): 8.3 / 8.3
Largest force on an atom (Eh/bohr): 0.080
Lowest unoccupied orbital energy (spin up / spin down) (eV): -0.480 / -0.910

Record 8
Molecular formula: C5H11N3O2S
Method: DFT, ωB97M-V/def2-TZVPD

```
22
Properties=species:S:1:pos:R:3:lowdin_charge:R:1
C 1.89 -1.70 0.65 -0.06
N 0.54 -1.42 0.33 -0.11
C -0.33 -2.52 -0.21 -0.09
C -1.64 -1.69 -0.58 -0.19
N -1.42 -0.36 -0.11 0.05
C -0.21 -0.24 0.27 -0.47
O 0.41 0.81 0.78 -0.12
S 0.23 2.44 0.42 0.69
C -1.18 2.86 -0.64 -0.13
N 1.51 2.85 -0.32 -0.20
O 0.02 3.04 1.73 -0.34
H 2.09 -2.52 1.29 0.07
H 2.35 -2.00 -0.35 0.12
H 2.22 -0.92 1.20 0.05
H -0.45 -3.31 0.56 0.11
H 0.14 -2.96 -1.11 0.11
H -1.72 -1.57 -1.66 0.10
H -2.61 -1.94 0.00 0.14
H -2.00 2.15 -0.35 0.07
H -1.50 3.84 -0.31 0.06
H -0.72 2.69 -1.68 0.10
H 2.36 2.49 0.10 0.02
```

Output
Spin multiplicity: 1
Energy relative to the best compared isomer or geometry (same formula, charge and spin) (kJ/mol): 224.4
Frontier orbital gap (eV): 9.1
Largest force on an atom (Eh/bohr): 0.070
Lowest unoccupied orbital energy (eV): 0.721

Record 9
Molecular formula: C16H46Cl6F6N5O6
Method: DFT, ωB97M-V/def2-TZVPD

```
85
Properties=species:S:1:pos:R:3:lowdin_charge:R:1
N 1.44 5.46 2.09 0.34
H 1.38 4.55 2.52 0.14
H 1.50 5.39 1.08 0.16
H 2.18 6.02 2.50 0.16
H 0.54 5.89 2.24 0.14
N -6.43 5.43 -0.16 0.34
H -5.90 5.94 0.53 0.15
H -7.35 5.23 0.19 0.16
H -5.97 4.54 -0.28 0.15
H -6.50 5.96 -1.03 0.16
N -4.16 1.97 4.71 0.19
H -4.22 2.29 3.75 0.08
H -5.03 1.86 5.22 0.13
H -3.62 2.71 5.13 0.09
H -3.63 1.12 4.59 0.10
N 0.88 1.28 8.33 0.34
H 0.85 0.94 7.38 0.15
H 1.78 1.54 8.69 0.16
H 0.37 0.54 8.80 0.16
H 0.29 2.10 8.40 0.14
N -5.63 -3.05 1.75 0.34
H -4.99 -3.71 1.33 0.16
H -6.60 -3.21 1.55 0.16
H -5.20 -2.22 1.36 0.14
H -5.33 -3.14 2.71 0.15
O 0.10 0.43 2.20 -0.42
C -0.38 -0.21 1.02 -0.44
C -1.19 0.51 -0.06 -0.43
O -2.61 0.72 -0.04 -0.41
H -0.97 -1.05 1.40 0.07
H 0.48 -0.72 0.59 0.08
H -1.09 -0.23 -0.86 0.08
H -0.80 1.40 -0.55 0.08
C 6.43 2.94 -5.05 -0.07
C 4.97 2.83 -5.25 -0.23
O 4.35 3.93 -5.89 0.05
C 3.67 4.83 -5.21 -0.34
O 3.52 4.73 -3.97 0.10
C 3.25 5.99 -6.09 -0.52
F 4.23 6.98 -5.92 0.11
F 3.11 5.71 -7.37 0.20
F 2.16 6.61 -5.67 0.17
H 6.74 3.79 -4.43 0.09
H 7.01 3.16 -5.95 0.09
H 6.76 1.98 -4.65 0.09
H 4.52 2.41 -4.35 0.13
H 4.82 2.06 -6.00 0.13
C 0.99 -6.60 6.27 -0.06
C 0.69 -6.17 4.81 -0.19
O 1.14 -7.24 3.88 -0.03
C 0.73 -7.32 2.52 -0.23
O -0.30 -6.70 2.10 0.08
C 1.58 -8.20 1.62 -0.65
F 1.87 -7.46 0.58 0.20
F 2.74 -8.54 2.09 0.21
F 0.87 -9.28 1.34 0.21
H 0.42 -7.49 6.52 0.08
H 1.11 -5.81 7.01 0.07
H 2.01 -6.98 6.14 0.07
H 1.22 -5.28 4.46 0.12
H -0.37 -5.94 4.68 0.10
Cl 6.96 1.03 5.43 0.51
C 6.71 -0.09 4.06 -0.66
C 6.25 -1.45 4.57 -0.66
Cl 7.43 -2.16 5.72 0.53
H 7.70 -0.13 3.61 0.07
H 5.95 0.29 3.39 0.07
H 6.10 -2.12 3.73 0.08
H 5.31 -1.20 5.07 0.06
Cl -7.46 3.72 -6.22 0.54
C -6.25 2.52 -6.69 -0.68
C -5.02 3.22 -7.17 -0.68
Cl -5.20 4.42 -8.50 0.53
H -6.67 1.95 -7.52 0.08
H -5.90 1.89 -5.88 0.08
H -4.32 2.45 -7.50 0.08
H -4.68 3.69 -6.24 0.06
Cl -2.75 -5.20 -6.86 0.53
C -2.22 -4.09 -5.55 -0.66
C -0.66 -4.14 -5.44 -0.61
Cl 0.00 -3.35 -6.94 0.49
H -2.57 -4.52 -4.61 0.06
H -2.51 -3.05 -5.71 0.06
H -0.42 -5.21 -5.50 0.05
H -0.23 -3.68 -4.55 0.07
```

Output
Spin multiplicity: 1
Energy relative to the best compared isomer or geometry (same formula, charge and spin) (kJ/mol): 1100.9
Frontier orbital gap (eV): 2.8
Largest force on an atom (Eh/bohr): 0.133
Net charge: +3
Lowest unoccupied orbital energy (eV): -7.680

Record 10
Molecular formula: C6H11NO3
Method: DFT, ωB97M-V/def2-TZVPD

```
21
Properties=species:S:1:pos:R:3:lowdin_charge:R:1
C 0.99 -1.63 1.25 0.05
C 0.14 -0.61 1.10 -0.35
N 0.18 0.55 1.86 0.08
C -1.26 -0.82 0.17 -0.30
O -1.26 -1.98 -0.50 -0.07
C -1.15 0.37 -0.83 -0.27
O -1.45 1.59 -0.20 -0.01
C 0.31 0.17 -1.24 -0.34
C 1.30 1.27 -1.07 0.02
O 0.55 -0.90 -1.85 0.05
H 1.75 -1.63 2.02 0.06
H 0.95 -2.49 0.61 0.06
H 0.66 0.47 2.75 0.10
H -0.67 1.07 1.90 0.08
H -2.08 -0.68 0.88 0.16
H -0.35 -1.85 -1.22 0.15
H -1.81 0.17 -1.69 0.17
H -1.37 2.31 -0.84 0.11
H 2.30 0.90 -1.29 0.10
H 1.05 2.09 -1.75 0.10
H 1.24 1.65 -0.05 0.08
```

Output
Spin multiplicity: 1
Energy relative to the best compared isomer or geometry (same formula, charge and spin) (kJ/mol): 318.4
Frontier orbital gap (eV): 8.6
Largest force on an atom (Eh/bohr): 0.066
Lowest unoccupied orbital energy (eV): 0.422